Density functional theory data (ωB97M-V/def2-TZVPD) for an isolated molecule of C2H7N3O at a distorted geometry.

Results
SMILES	CN(N)/C=N\O
HOMO level	-8.8922	eV
gap between HOMO and LUMO	9.5	eV

Cartesian coordinates (Å):
C -1.048 0.506 -0.986
C -0.271 0.050 1.274
H -0.778 0.334 -2.011
H -1.271 1.521 -0.846
H -1.889 -0.156 -0.792
H 0.335 -1.718 -0.658
H 0.938 -0.601 -1.687
H -1.316 0.160 1.356
H 1.890 0.274 0.966
N 0.078 0.164 -0.129
N 0.919 -0.881 -0.661
N 0.536 0.131 2.239
O 1.880 0.217 1.934

---

Density functional theory data (ωB97M-V/def2-TZVPD) for an isolated molecule of C2H7N3O2 at a distorted geometry.

Results
SMILES	CNNC(=O)NO
HOMO level	-9.2573	eV
gap between HOMO and LUMO	9.9	eV

Cartesian coordinates (Å):
C 0.782 1.287 -1.328
C -1.233 -0.881 0.692
H 0.242 2.194 -1.536
H 1.837 1.613 -1.202
H 0.851 0.577 -2.114
H 0.322 1.388 0.677
H -1.667 0.611 -0.508
H -0.466 -2.298 1.876
H 1.411 -0.850 0.615
N 0.393 0.664 -0.078
N -0.863 0.032 -0.224
N -0.188 -1.439 1.433
O -2.418 -1.143 0.929
O 0.997 -1.757 0.768